[1]
ORCA calculation (the ωB97M-V functional and the def2-TZVPD basis) on a molecular structure, C41H36N2O4SbSe4Ti in a non-equilibrium geometry.

Cartesian coordinates (Å):
Ti1 0.086 1.333 -0.980
C1 0.822 -4.850 1.005
C2 0.016 -3.660 1.518
C3 -0.687 -3.995 2.815
O1 -0.941 -3.263 0.541
C4 -0.482 -2.122 -0.197
C5 0.954 -1.954 0.411
O2 0.841 -2.522 1.710
C6 1.850 -0.678 0.423
O3 1.457 0.153 -0.617
C7 3.286 -1.130 0.124
C8 3.965 -0.587 -0.960
C9 5.246 -1.027 -1.275
C10 5.859 -2.008 -0.515
C11 5.176 -2.571 0.557
C12 3.895 -2.142 0.866
C13 1.777 0.128 1.744
C14 2.793 0.147 2.692
C15 2.740 0.998 3.792
C16 1.669 1.857 3.970
C17 0.639 1.847 3.039
C18 0.702 0.993 1.952
C19 -1.701 -1.120 -0.300
O4 -1.290 0.168 -0.669
C20 -2.505 -0.921 0.989
C21 -3.865 -0.629 0.933
C22 -4.572 -0.293 2.080
C23 -3.928 -0.230 3.307
C24 -2.569 -0.502 3.372
C25 -1.870 -0.844 2.224
C26 -2.558 -1.704 -1.428
C27 -2.425 -1.221 -2.724
C28 -3.146 -1.792 -3.766
C29 -4.005 -2.852 -3.522
C30 -4.121 -3.357 -2.233
C31 -3.397 -2.793 -1.194
H1 0.161 -5.709 0.887
H2 1.608 -5.104 1.717
H3 1.275 -4.646 0.036
H4 -1.351 -4.844 2.658
H5 -1.274 -3.150 3.162
H6 0.050 -4.262 3.574
H7 -0.312 -2.421 -1.234
H8 1.528 -2.655 -0.201
H9 3.473 0.138 -1.596
H10 5.742 -0.611 -2.142
H11 6.853 -2.355 -0.770
H12 5.637 -3.356 1.144
H13 3.354 -2.607 1.683
H14 3.659 -0.485 2.566
H15 3.553 0.990 4.507
H16 1.637 2.530 4.817
H17 -0.219 2.497 3.159
H18 -0.146 0.996 1.272
H19 -4.380 -0.653 -0.018
H20 -5.631 -0.077 2.010
H21 -4.480 0.024 4.203
H22 -2.046 -0.453 4.320
H23 -0.818 -1.074 2.298
H24 -1.731 -0.420 -2.947
H25 -2.994 -1.404 -4.766
H26 -4.568 -3.295 -4.334
H27 -4.773 -4.200 -2.035
H28 -3.474 -3.206 -0.196
C32 -3.219 3.910 -2.585
C33 -2.902 5.164 -2.089
C34 -1.782 5.315 -1.289
C35 -1.003 4.198 -1.026
N1 -1.348 2.984 -1.465
C36 -2.422 2.835 -2.236
C37 0.321 4.280 -0.334
C38 0.775 5.421 0.311
C39 2.073 5.441 0.791
C40 2.886 4.333 0.603
C41 2.351 3.216 -0.007
N2 1.088 3.188 -0.439
H29 -4.062 3.755 -3.242
H30 -3.510 6.024 -2.337
H31 -1.502 6.289 -0.915
H32 -2.618 1.828 -2.583
H33 0.130 6.279 0.431
H34 2.448 6.319 1.299
H35 3.914 4.319 0.933
H36 2.918 2.306 -0.162
Se1 1.676 3.362 -6.152
Sb1 1.174 1.041 -5.827
Se2 -0.992 0.234 -6.477
Se3 2.978 -0.492 -5.471
Se4 0.584 1.407 -3.184

Results
Charge   -1
Gap between HOMO and LUMO   4.719 eV
2S+1   1
DFT total energy   -345315.413 eV
HOMO level   -3.844 eV

=====

[2]
ORCA calculation (the ωB97M-V functional and the def2-TZVPD basis) on a molecular structure, C41H37AsCeN4O5S3 in a non-equilibrium geometry.

Cartesian coordinates (Å):
Ce1 1.016 0.254 -0.302
O1 3.362 0.220 0.294
C1 4.445 0.446 -0.285
C2 4.558 0.908 -1.621
C3 5.809 1.249 -2.151
C4 5.862 1.591 -3.488
C5 4.733 1.871 -4.219
C6 3.492 1.521 -3.714
C7 3.378 1.070 -2.405
O2 2.116 0.878 -1.943
N1 7.156 1.848 -4.107
O3 7.165 1.883 -5.336
O4 8.077 1.975 -3.346
H1 5.363 0.400 0.308
H2 6.756 1.143 -1.643
H3 4.855 2.205 -5.243
H4 2.572 1.626 -4.241
S1 1.515 -2.268 -0.797
C8 0.855 -3.604 0.187
C9 1.523 -4.830 0.087
C10 1.063 -5.993 0.692
C11 -0.107 -5.894 1.445
C12 -0.764 -4.707 1.622
C13 -0.321 -3.550 0.951
As1 -1.214 -1.860 1.091
C14 -2.309 -1.946 2.737
C15 -3.475 -2.721 2.940
C16 -4.165 -2.585 4.124
C17 -3.712 -1.753 5.183
C18 -2.541 -0.986 4.937
C19 -1.847 -1.048 3.703
C20 -2.552 -2.039 -0.329
C21 -2.414 -3.015 -1.353
C22 -3.245 -2.954 -2.450
C23 -4.338 -2.064 -2.402
C24 -4.539 -1.181 -1.365
C25 -3.580 -1.174 -0.297
H5 2.389 -4.918 -0.579
H6 1.543 -6.948 0.535
H7 -0.440 -6.733 2.002
H8 -1.608 -4.612 2.302
H9 -3.972 -3.340 2.203
H10 -4.951 -3.262 4.321
H11 -4.203 -1.735 6.122
H12 -2.198 -0.347 5.745
H13 -0.908 -0.514 3.567
H14 -1.666 -3.798 -1.311
H15 -3.161 -3.712 -3.213
H16 -4.956 -2.089 -3.305
H17 -5.489 -0.601 -1.308
H18 -3.718 -0.417 0.519
C26 1.761 -1.678 3.094
C27 1.570 -0.194 3.206
N2 1.148 0.656 2.248
C28 1.004 1.940 2.738
C29 1.308 2.080 4.036
S2 1.781 0.585 4.723
C30 0.805 3.009 1.839
C31 0.395 4.252 2.140
S3 0.718 5.362 0.828
C32 1.409 4.071 -0.059
N3 1.393 2.913 0.539
C33 2.071 4.329 -1.394
H19 2.229 -1.930 2.176
H20 0.826 -2.228 3.282
H21 2.387 -2.125 3.871
H22 1.353 3.003 4.577
H23 -0.238 4.576 2.959
H24 1.364 4.748 -2.094
H25 2.510 3.449 -1.839
H26 2.875 5.038 -1.226
O5 -0.602 -0.264 -2.022
C34 -1.714 0.130 -2.835
C35 -1.488 1.456 -3.479
C36 -0.876 2.440 -2.495
C37 -1.630 2.413 -1.198
C38 -2.689 3.291 -1.060
C39 -3.427 3.165 0.119
C40 -3.107 2.291 1.142
C41 -1.936 1.566 0.958
N4 -1.207 1.557 -0.184
H27 -0.188 -1.044 -2.476
H28 -2.625 0.171 -2.240
H29 -1.890 -0.652 -3.557
H30 -2.429 1.822 -3.859
H31 -0.873 1.354 -4.375
H32 -0.869 3.415 -2.928
H33 0.183 2.179 -2.371
H34 -2.949 4.068 -1.780
H35 -4.346 3.758 0.276
H36 -3.634 2.276 2.141
H37 -1.584 0.860 1.715

Results
Charge   +2
Gap between HOMO and LUMO   6.228 eV
2S+1   1
DFT total energy   -165575.029 eV
HOMO level   -13.124 eV

=====

[3]
ORCA calculation (the ωB97M-V functional and the def2-TZVPD basis) on a molecular structure, C41H37AsF6InN6O2SSb in a non-equilibrium geometry.

Cartesian coordinates (Å):
In1 -0.350 0.350 0.383
C1 -2.603 2.526 1.975
C2 -2.930 1.132 2.405
C3 -4.120 0.930 3.094
C4 -4.469 -0.324 3.532
C5 -3.574 -1.356 3.325
C6 -2.392 -1.114 2.643
N1 -2.073 0.114 2.160
Sb1 -1.024 -2.759 2.824
C7 -1.153 -3.621 0.847
C8 -1.352 -4.997 0.894
C9 -1.418 -5.697 -0.300
C10 -1.221 -5.004 -1.476
C11 -1.021 -3.625 -1.441
C12 -0.666 -2.883 -2.690
N2 -1.054 -2.938 -0.290
C13 0.736 -1.527 3.178
C14 1.342 -1.846 4.390
C15 2.482 -1.157 4.771
C16 2.997 -0.208 3.916
C17 2.348 0.066 2.713
C18 2.975 1.045 1.759
N3 1.215 -0.567 2.377
H1 -3.489 3.152 2.044
H2 -1.834 2.924 2.632
H3 -2.249 2.546 0.946
H4 -4.779 1.772 3.247
H5 -5.416 -0.495 4.030
H6 -3.777 -2.354 3.692
H7 -1.453 -5.498 1.848
H8 -1.587 -6.767 -0.308
H9 -1.205 -5.523 -2.426
H10 -1.090 -3.356 -3.577
H11 -0.975 -1.848 -2.614
H12 0.424 -2.880 -2.796
H13 0.921 -2.623 5.014
H14 2.970 -1.373 5.714
H15 3.904 0.330 4.165
H16 3.923 0.638 1.398
H17 2.338 1.240 0.903
H18 3.187 1.989 2.265
O1 0.373 1.842 2.146
N4 0.598 3.118 1.951
C19 0.996 3.868 3.005
C20 1.249 5.207 2.883
C21 1.086 5.812 1.636
C22 0.667 5.043 0.576
C23 0.406 3.675 0.727
S1 -0.131 2.707 -0.587
H19 1.092 3.320 3.931
H20 1.558 5.771 3.751
H21 1.283 6.868 1.506
H22 0.522 5.467 -0.407
N5 1.204 -1.037 -0.218
C24 2.298 -0.941 -0.852
C25 2.869 0.218 -1.626
C26 2.054 0.999 -2.437
C27 2.589 2.052 -3.167
C28 3.942 2.343 -3.086
C29 4.762 1.579 -2.265
C30 4.231 0.520 -1.546
C31 3.165 -2.185 -0.806
C32 3.233 -2.930 0.370
C33 4.012 -4.076 0.437
C34 4.719 -4.505 -0.679
C35 4.637 -3.784 -1.862
C36 3.870 -2.628 -1.924
H23 0.999 0.775 -2.501
H24 1.945 2.650 -3.803
H25 4.360 3.160 -3.663
H26 5.819 1.808 -2.192
H27 4.875 -0.070 -0.905
H28 2.662 -2.596 1.228
H29 4.063 -4.639 1.362
H30 5.322 -5.403 -0.626
H31 5.175 -4.121 -2.740
H32 3.813 -2.070 -2.852
F1 -3.097 0.560 -0.367
As1 -4.860 0.683 -0.588
F2 -4.756 -0.583 -1.769
F3 -5.048 -0.514 0.644
F4 -6.561 0.795 -0.818
F5 -4.907 1.943 0.597
F6 -4.563 1.873 -1.811
O2 -1.048 0.786 -2.288
N6 -1.991 1.173 -3.118
C37 -1.960 2.433 -3.603
C38 -2.900 2.872 -4.505
C39 -3.904 2.016 -4.926
C40 -3.925 0.730 -4.418
C41 -2.962 0.329 -3.519
H33 -1.157 3.042 -3.220
H34 -2.842 3.889 -4.868
H35 -4.671 2.350 -5.612
H36 -4.701 0.031 -4.691
H37 -2.954 -0.638 -3.056

Results
Gap between HOMO and LUMO   7.617 eV
2S+1   1
DFT total energy   -155843.583 eV
HOMO level   -7.845 eV

=====

[4]
ORCA calculation (the ωB97M-V functional and the def2-TZVPD basis) on a molecular structure, C41H37BaCl5P2 in a non-equilibrium geometry.

Cartesian coordinates (Å):
Ba1 -0.021 3.244 -1.559
C1 -2.403 5.109 2.622
C2 -1.657 4.111 3.114
C3 -2.029 2.743 3.621
C4 -2.335 1.668 2.533
C5 -3.559 1.934 1.733
C6 -4.362 2.997 1.829
C7 -4.625 3.942 2.971
C8 -3.874 5.269 2.814
C9 -2.305 2.986 -2.674
H1 -1.921 5.987 2.143
H2 -0.579 4.246 2.926
H3 -2.890 2.757 4.299
H4 -1.127 2.377 4.161
H5 -1.461 1.483 1.891
H6 -2.508 0.719 3.057
H7 -3.875 1.106 1.071
H8 -5.037 3.162 0.991
H9 -4.328 3.464 3.908
H10 -5.710 4.163 3.000
H11 -4.338 5.806 1.981
H12 -4.028 5.896 3.707
H13 -2.326 4.082 -2.927
H14 -3.325 2.606 -2.458
H15 -1.817 2.403 -3.489
P1 3.372 -2.133 -0.471
P2 1.051 -3.634 -2.092
C10 2.317 -3.375 0.352
C11 1.414 -4.076 -0.375
C12 5.030 -2.801 0.068
C13 5.204 -3.620 1.197
C14 6.465 -4.143 1.511
C15 7.569 -3.838 0.718
C16 7.406 -3.035 -0.413
C17 6.145 -2.540 -0.755
C18 3.037 -0.729 0.634
C19 1.778 -0.109 0.499
C20 1.456 0.988 1.295
C21 2.364 1.441 2.272
C22 3.625 0.829 2.395
C23 3.977 -0.238 1.553
C24 1.027 -5.403 -2.718
C25 2.242 -6.116 -2.659
C26 2.303 -7.463 -3.035
C27 1.150 -8.128 -3.475
C28 -0.065 -7.438 -3.508
C29 -0.125 -6.083 -3.145
C30 -0.744 -3.349 -1.937
C31 -1.380 -2.752 -3.044
C32 -2.759 -2.545 -3.018
C33 -3.508 -2.919 -1.889
C34 -2.873 -3.522 -0.794
C35 -1.488 -3.734 -0.815
H16 2.452 -3.559 1.430
H17 0.912 -4.970 0.024
H18 4.361 -3.865 1.843
H19 6.569 -4.786 2.387
H20 8.550 -4.234 0.975
H21 8.263 -2.791 -1.033
H22 6.011 -1.941 -1.656
H23 1.053 -0.497 -0.225
H24 0.466 1.472 1.192
H25 2.074 2.273 2.933
H26 4.338 1.192 3.148
H27 4.968 -0.690 1.629
H28 3.146 -5.620 -2.301
H29 3.251 -8.005 -2.985
H30 1.197 -9.183 -3.766
H31 -0.976 -7.960 -3.814
H32 -1.090 -5.574 -3.183
H33 -0.783 -2.441 -3.904
H34 -3.251 -2.084 -3.878
H35 -4.591 -2.750 -1.867
H36 -3.446 -3.822 0.090
H37 -1.002 -4.180 0.053
Cl1 0.599 5.926 -0.395
C36 -1.005 6.635 -0.790
C37 -1.996 5.745 -1.043
C38 -3.315 6.087 -0.866
Cl2 -4.538 4.852 -0.871
C39 -3.638 7.439 -0.545
Cl3 -5.232 7.806 -0.037
C40 -2.617 8.434 -0.512
Cl4 -2.991 10.056 -0.094
C41 -1.268 8.038 -0.709
Cl5 -0.022 9.203 -0.849

Results
Gap between HOMO and LUMO   6.033 eV
2S+1   1
DFT total energy   -124994.858 eV
HOMO level   -6.837 eV